Below is an isolated ion of composition C33H41N6O and charge +1, with properties calculated with the ωB97M-V functional and the def2-TZVPD basis.

- frontier orbital gap (eV) = 7.6
- net charge = +1
- energy relative to the best compared isomer or geometry (same formula, charge and spin) (kJ/mol) = 0.0
- SMILES = CN1CCN2CCN(C)c3c[n+]([C@H](/C=C/N4[C@H](Cc5ccccc5)C(=O)N(C)C4(C)C)c4ccccc4)cc1c32

Last column: Löwdin charge in e.
Positions of all 81 atoms, in Å:
C -4.6188 -0.4729 -1.3577  -0.042
N -4.4825 0.8452 -0.7567  -0.135
C -5.6326 1.1799 0.0360  -0.150
C -5.7199 2.6284 0.4400  -0.114
N -4.4538 3.3021 0.5179  -0.057
C -4.4926 4.5533 1.2155  -0.118
C -3.2815 5.4172 0.9594  -0.145
N -2.0486 4.6800 0.8575  -0.136
C -0.8841 5.5463 0.8200  -0.037
C -2.0270 3.3760 0.4112  -0.102
C -0.8312 2.7324 0.0203  0.048
N -0.8277 1.5190 -0.6688  -0.023
C 0.2849 0.9483 -1.5042  -0.169
C 1.4345 0.0201 -1.0446  -0.032
C 1.2738 -1.2317 -0.5083  -0.069
N 2.2458 -2.1457 -0.1811  -0.005
C 1.8298 -3.3922 0.4490  -0.183
C 1.1803 -3.2054 1.8376  -0.084
C 0.7791 -4.5062 2.4919  -0.242
C 1.1946 -4.8004 3.7937  -0.040
C 0.8311 -6.0133 4.3838  -0.072
C 0.0411 -6.9302 3.6706  -0.081
C -0.3729 -6.6313 2.3637  -0.071
C -0.0066 -5.4132 1.7763  -0.045
C 3.1396 -4.1587 0.5822  -0.372
O 3.3169 -5.2714 1.0737  0.085
N 4.1234 -3.3573 0.0785  -0.032
C 5.4933 -3.8108 0.0975  -0.009
C 3.6887 -2.0636 -0.4492  -0.473
C 4.3850 -0.9329 0.3124  0.003
C 4.0381 -1.9735 -1.9384  0.006
C 0.8606 2.2079 -2.1969  -0.171
C 0.0521 3.1680 -2.8615  -0.034
C 0.6507 4.2274 -3.5688  -0.074
C 2.0425 4.2852 -3.7335  -0.073
C 2.8371 3.3714 -3.0307  -0.061
C 2.2321 2.4594 -2.1634  -0.051
C -2.0536 0.9235 -0.8843  0.024
C -3.2762 1.4638 -0.4979  -0.117
C -3.2832 2.7160 0.1870  -0.045
H -4.0457 -0.5804 -2.2791  0.092
H -4.3495 -1.2942 -0.6806  0.103
H -5.6786 -0.6177 -1.6031  0.095
H -6.5117 0.8827 -0.5362  0.126
H -5.6542 0.5445 0.9316  0.137
H -6.3248 3.1381 -0.3190  0.140
H -6.2151 2.6894 1.4162  0.139
H -5.3950 5.0898 0.9041  0.140
H -4.5171 4.3644 2.2983  0.143
H -3.4263 6.0192 0.0569  0.135
H -3.1447 6.1481 1.7617  0.129
H 0.0011 5.0891 1.2555  0.089
H -0.6296 5.8890 -0.1898  0.103
H -1.1199 6.4407 1.3981  0.092
H 0.1381 3.2129 0.1876  0.135
H -0.3757 0.2617 -2.0579  0.132
H 2.5206 0.2091 -1.2413  0.056
H 0.2842 -1.5553 -0.2536  0.117
H 1.1587 -3.9674 -0.2138  0.155
H 1.9167 -2.6775 2.4664  0.130
H 0.3092 -2.5405 1.7204  0.116
H 1.8245 -4.0803 4.3219  0.114
H 1.1755 -6.2471 5.3882  0.103
H -0.2598 -7.8677 4.1374  0.102
H -0.9674 -7.3405 1.7929  0.102
H -0.3129 -5.1707 0.7576  0.107
H 5.5227 -4.7640 0.6229  0.095
H 5.8818 -3.9542 -0.9162  0.096
H 6.1383 -3.0981 0.6199  0.092
H 4.2282 -1.0459 1.3939  0.102
H 5.4594 -0.9729 0.0955  0.087
H 4.0092 0.0452 0.0023  0.067
H 3.7731 -2.9103 -2.4450  0.102
H 3.5196 -1.1438 -2.4224  0.075
H 5.1172 -1.8142 -2.0425  0.090
H -1.0405 3.1271 -2.8462  0.115
H 0.0099 4.9909 -4.0407  0.112
H 2.4879 5.0052 -4.4018  0.103
H 3.9303 3.3393 -3.1600  0.117
H 2.9139 1.9224 -1.5066  0.094
H -2.0133 -0.0262 -1.4029  0.120


Below is one molecule with the formula C5H12O3, with properties calculated with the ωB97M-V functional and the def2-TZVPD basis.

- frontier orbital gap (eV) = 10.2
- energy relative to the best compared isomer or geometry (same formula, charge and spin) (kJ/mol) = 505.5
- SMILES = CC(C)O[C@H](C)OO

Last column: Löwdin charge in e.
Positions of all 20 atoms, in Å:
C 0.9254 -1.2079 1.3658  -0.069
C 0.5287 -1.1431 -0.0824  -0.271
C -0.8231 -1.7503 -0.3903  -0.067
O 0.9181 0.4399 -0.5626  -0.083
C -0.2142 1.1427 -0.3204  -0.363
C -1.0113 1.4411 -1.5742  -0.018
O 0.5256 2.5157 0.3488  -0.162
O 0.8908 2.1400 1.6808  -0.084
H 0.0966 -1.0356 2.0579  0.085
H 1.3979 -2.1685 1.5919  0.087
H 1.6445 -0.4096 1.6205  0.080
H 1.2775 -1.6398 -0.7043  0.131
H -1.1112 -1.5797 -1.4309  0.080
H -0.8126 -2.8305 -0.2012  0.096
H -1.6099 -1.3297 0.2432  0.083
H -0.8472 0.8224 0.5169  0.135
H -1.5264 2.4023 -1.4795  0.087
H -1.7397 0.6517 -1.7757  0.073
H -0.3602 1.5046 -2.4510  0.090
H 1.8506 2.0344 1.5469  0.091


Below is C5H8N2 as an isolated structure, with properties calculated with the ωB97M-V functional and the def2-TZVPD basis.

- frontier orbital gap (eV) = 9.8
- energy relative to the best compared isomer or geometry (same formula, charge and spin) (kJ/mol) = 337.0

Last column: Löwdin charge in e.
Positions of all 15 atoms, in Å:
C -1.5255 -0.8555 1.1737  0.056
N -0.3219 -1.5628 -0.0829  -0.063
C -0.2241 -1.2100 -1.3757  -0.155
C 0.4472 0.0037 -1.4832  -0.029
C 0.6705 0.4233 -0.1730  -0.361
C 1.3324 1.6670 0.3347  -0.043
N 0.2397 -0.5341 0.6705  -0.031
H -2.3648 -1.2662 0.6129  0.062
H -1.6992 0.1954 1.4075  0.068
H -1.2987 -1.4435 2.0557  0.069
H -0.5871 -1.8651 -2.1584  0.100
H 0.8011 0.4833 -2.3883  0.103
H 0.7285 2.5617 0.1437  0.074
H 2.3034 1.8164 -0.1494  0.076
H 1.4986 1.5863 1.4122  0.075


Below is one molecule with the formula C9H15N3O2S2, with properties calculated with the ωB97M-V functional and the def2-TZVPD basis.

- frontier orbital gap (eV) = 8.9
- SMILES = CN1CCN(NS(=O)(=O)c2cccs2)CC1

Last column: Löwdin charge in e.
Positions of all 31 atoms, in Å:
C -2.9427 0.7457 -1.2730  -0.089
N -2.9171 0.5724 0.1664  -0.225
C -2.9327 -0.8120 0.5913  -0.178
C -1.5942 -1.5299 0.3700  -0.161
N -0.5563 -0.7878 1.0823  -0.187
N 0.7043 -1.3935 1.0593  -0.115
S 1.5443 -1.6029 -0.3987  0.605
O 0.7220 -1.3261 -1.5436  -0.292
O 2.2303 -2.8573 -0.3093  -0.293
C 2.7368 -0.3000 -0.2773  -0.635
C 2.8774 0.7850 -1.0853  -0.148
C 3.9344 1.6244 -0.6722  -0.174
C 4.5633 1.1530 0.4376  -0.390
S 3.8831 -0.3252 0.9975  1.044
C -0.4659 0.5854 0.6138  -0.171
C -1.8280 1.2623 0.8245  -0.175
H -2.9997 1.8116 -1.4909  0.085
H -3.8417 0.2677 -1.6605  0.086
H -2.0741 0.3279 -1.7970  0.079
H -3.1631 -0.8211 1.6607  0.120
H -3.7251 -1.3397 0.0576  0.120
H -1.3727 -1.6108 -0.7010  0.100
H -1.6385 -2.5362 0.7952  0.125
H 0.7203 -2.2517 1.5937  0.117
H 2.2483 0.9576 -1.9387  0.116
H 4.2099 2.5309 -1.1795  0.104
H 5.3919 1.5879 0.9602  0.065
H -0.1810 0.6278 -0.4465  0.100
H 0.3026 1.0889 1.2046  0.128
H -2.0494 1.2744 1.8956  0.121
H -1.7865 2.2914 0.4632  0.119


Below is a 3-piece molecular cluster, F3H3SSi2 overall, with properties calculated with the ωB97M-V functional and the def2-TZVPD basis.

- frontier orbital gap (eV) = 8.2
- energy relative to the best compared isomer or geometry (same formula, charge and spin) (kJ/mol) = 345.7

Last column: Löwdin charge in e.
Positions of all 9 atoms, in Å:
F 2.8899 -0.1569 1.3898  -0.166
F 2.0464 -1.8197 -0.4968  -0.198
F 0.4726 -0.2205 1.0823  -0.223
Si -2.3799 0.5065 -0.1612  0.247
Si 1.8085 -0.3079 0.1858  0.388
S -2.0039 -1.4151 0.2473  0.113
H -3.2545 1.3861 0.5887  -0.130
H -2.0910 1.0698 -1.4827  -0.122
H 2.5118 0.9578 -1.3532  0.091